# 1
Entry from the Open Molecules 2025 dataset: a 9-piece molecular cluster, C16H50O13 overall at a distorted geometry (wB97M-V/def2-TZVPD).

Positions of all 79 atoms, in Å:
C 1.869 1.942 0.462
O 1.219 1.857 1.713
C 1.974 2.541 2.727
C 3.192 1.729 3.293
O 2.766 0.378 3.627
C 3.797 -0.433 4.130
H 2.957 1.910 0.419
H 1.544 2.924 0.119
H 1.349 1.165 -0.099
H 1.234 2.549 3.527
H 2.319 3.531 2.428
H 3.474 2.284 4.188
H 3.956 1.744 2.515
H 4.665 -0.426 3.471
H 3.513 -1.448 4.408
H 4.163 -0.038 5.077
C 7.427 -2.216 1.123
O 6.831 -3.422 0.619
C 5.685 -4.004 1.343
C 4.452 -3.122 1.287
O 4.085 -2.668 -0.004
C 3.052 -1.755 0.058
H 6.774 -1.374 0.895
H 8.320 -2.078 0.513
H 7.738 -2.150 2.166
H 6.017 -4.372 2.314
H 5.349 -4.909 0.838
H 4.717 -2.321 1.977
H 3.646 -3.708 1.729
H 3.222 -0.980 0.806
H 2.075 -2.196 0.254
H 2.982 -1.344 -0.949
C -3.027 5.929 -2.785
O -2.788 4.623 -2.290
C -1.807 4.555 -1.283
C -1.436 3.086 -1.002
O -2.517 2.401 -0.381
C -2.085 1.340 0.465
H -3.781 5.975 -3.570
H -2.075 6.243 -3.214
H -3.383 6.490 -1.921
H -2.105 5.100 -0.387
H -0.916 5.096 -1.599
H -0.566 3.178 -0.352
H -0.993 2.602 -1.872
H -1.334 1.621 1.204
H -1.620 0.582 -0.166
H -3.016 0.940 0.866
C -3.672 -3.629 -0.937
O -4.721 -2.685 -0.675
C -4.373 -1.673 0.295
C -5.671 -0.878 0.522
O -5.989 0.018 -0.560
C -7.203 0.732 -0.349
H -4.027 -4.319 -1.702
H -3.608 -4.251 -0.044
H -2.724 -3.167 -1.212
H -3.548 -1.029 -0.011
H -4.100 -2.174 1.224
H -5.518 -0.252 1.401
H -6.459 -1.570 0.818
H -8.046 0.041 -0.370
H -7.467 1.505 -1.071
H -7.183 1.278 0.594
O -2.272 -0.019 -3.747
H -1.749 -0.241 -2.977
H -1.882 -0.529 -4.457
O -1.141 -3.094 -3.388
H -0.935 -4.019 -3.526
H -1.245 -2.737 -4.269
O -0.318 -1.008 -1.703
H -0.479 -1.790 -2.231
H 0.370 -0.538 -2.175
O -0.987 -2.200 0.752
H -0.991 -1.548 0.051
H -0.504 -1.782 1.465
O 1.304 0.605 -3.124
H 1.215 0.118 -3.943
H 1.005 1.489 -3.336

Results
**Gap between HOMO and LUMO**: 8.8 eV
**Lowest unoccupied orbital energy**: -0.15 eV
**HOMO level**: -9.000 eV
**Energy relative to the best compared isomer or geometry (same formula, charge and spin)**: 4.4395 eV
**SMILES string**: COCCOC.COCCOC.COCCOC.COCCOC.O.O.O.O.O

Atomic partial charges in e from the Löwdin method, atoms 1 to 8: -0.110, -0.206, -0.176, -0.168, -0.183, -0.135, 0.090, 0.075



# 2
Entry from the Open Molecules 2025 dataset: C16H51AsF6N3O10 as an isolated structure at a distorted geometry (wB97M-V/def2-TZVPD).

Positions of all 87 atoms, in Å:
As 3.557 -0.197 0.566
F 4.514 0.989 1.439
F 2.328 -0.224 1.908
F 2.567 -1.399 -0.386
F 4.806 -0.201 -0.717
F 4.407 -1.620 1.288
F 2.543 1.078 -0.282
C -4.965 -5.704 -5.855
C -4.705 -5.435 -4.360
C -5.034 -3.991 -3.934
O -3.951 -3.122 -4.421
C -4.011 -1.811 -3.796
N -5.497 -6.398 -3.545
H -4.359 -6.461 -6.353
H -4.830 -4.778 -6.415
H -5.941 -6.158 -6.025
H -3.636 -5.557 -4.186
H -5.232 -3.926 -2.865
H -6.008 -3.741 -4.354
H -4.884 -1.228 -4.090
H -3.121 -1.360 -4.233
H -3.929 -1.895 -2.712
H -6.403 -6.099 -3.214
H -5.092 -6.609 -2.644
C -4.180 -1.874 4.278
C -4.765 -0.631 4.998
C -6.091 -0.981 5.741
O -6.940 0.110 6.049
C -6.734 0.368 7.446
N -3.680 -0.105 5.834
H -3.487 -1.565 3.496
H -4.938 -2.521 3.836
H -3.624 -2.436 5.029
H -4.955 0.040 4.161
H -5.817 -1.745 6.468
H -6.684 -1.634 5.100
H -5.868 1.018 7.578
H -6.864 -0.336 8.268
H -7.542 1.040 7.736
H -2.930 0.221 5.242
H -3.203 -0.802 6.388
C 0.911 6.320 4.391
C 0.225 7.122 3.313
C 1.036 8.174 2.541
O 1.744 8.954 3.601
C 1.031 9.750 4.444
N -0.340 6.088 2.416
H 1.504 5.452 4.105
H 0.092 6.017 5.043
H 1.546 6.935 5.028
H -0.685 7.553 3.730
H 0.503 8.837 1.859
H 1.774 7.799 1.832
H 0.703 10.744 4.141
H 1.757 10.141 5.157
H 0.206 9.318 5.010
H -0.803 5.316 2.873
H 0.279 5.580 1.801
C 3.798 6.048 -5.719
C 4.878 6.082 -4.528
O 6.028 5.471 -5.070
O 3.899 7.116 -6.591
H 2.870 5.987 -5.151
H 4.025 5.115 -6.235
H 4.535 5.561 -3.634
H 5.017 7.118 -4.217
H 6.445 5.966 -5.779
H 4.758 7.035 -7.014
C 3.467 -7.786 -5.146
C 4.389 -6.644 -4.531
O 5.694 -6.491 -5.060
O 2.136 -7.492 -4.971
H 3.739 -8.789 -4.818
H 3.568 -7.683 -6.226
H 4.430 -6.764 -3.449
H 3.880 -5.690 -4.666
H 5.581 -6.134 -5.944
H 1.632 -8.232 -5.318
O 2.455 -7.464 1.557
H 2.267 -6.644 1.100
H 1.597 -7.865 1.694
O 5.936 -6.277 4.329
H 5.455 -7.079 4.125
H 5.658 -5.653 3.659
O 8.890 2.965 -0.597
H 8.138 2.692 -0.071
H 8.530 3.110 -1.472

Results
**Net charge**: -1
**Gap between HOMO and LUMO**: 9.3 eV
**Lowest unoccupied orbital energy**: 1.96 eV
**HOMO level**: -7.318 eV

Atomic partial charges in e from the Löwdin method, atoms 1 to 8: 0.908, -0.287, -0.324, -0.333, -0.310, -0.320, -0.334, -0.069



# 3
Entry from the Open Molecules 2025 dataset: C16H51FeO10 as an isolated structure at a distorted geometry (wB97M-V/def2-TZVPD).

Positions of all 78 atoms, in Å:
Fe 11.396 7.921 22.901
C 11.787 6.850 18.932
C 10.754 7.817 19.620
O 11.128 8.415 20.833
H 11.333 6.504 18.004
H 12.048 5.986 19.544
H 12.687 7.446 18.778
H 9.777 7.346 19.728
H 10.575 8.607 18.891
C 13.426 9.180 16.291
C 14.590 9.354 17.230
O 14.671 10.697 17.648
H 13.577 9.762 15.382
H 12.522 9.508 16.806
H 13.348 8.137 15.983
H 15.530 9.108 16.736
H 14.362 8.729 18.093
H 14.030 10.860 18.343
C 14.720 8.428 21.119
C 14.580 8.432 22.577
O 13.312 8.878 22.963
H 14.665 9.393 20.616
H 13.877 7.881 20.696
H 15.671 7.961 20.860
H 15.307 9.155 22.946
H 14.801 7.475 23.049
H 13.433 9.805 23.182
C 11.849 2.721 21.263
C 10.617 2.909 22.136
O 10.896 3.757 23.265
H 12.454 3.624 21.185
H 11.565 2.440 20.249
H 12.563 2.011 21.680
H 10.191 1.940 22.399
H 9.808 3.402 21.598
H 10.086 3.809 23.778
C 12.543 13.094 19.910
C 12.980 11.745 20.451
O 12.691 10.850 19.467
H 12.686 13.916 20.612
H 11.463 13.027 19.781
H 13.085 13.483 19.047
H 12.330 11.497 21.291
H 13.995 11.740 20.847
H 12.160 10.112 19.776
C 7.834 4.382 20.122
C 6.709 3.860 21.002
O 6.169 2.672 20.444
H 8.470 3.543 19.842
H 8.439 5.074 20.708
H 7.403 4.880 19.254
H 5.976 4.666 21.024
H 6.988 3.643 22.033
H 6.281 2.065 21.180
C 14.489 4.383 17.656
C 13.027 3.886 17.537
O 12.967 2.468 17.358
H 15.036 4.173 16.736
H 15.093 3.894 18.420
H 14.615 5.465 17.700
H 12.543 4.383 16.696
H 12.415 4.079 18.418
H 13.542 2.205 16.635
C 8.832 8.335 16.061
C 9.856 8.190 14.903
O 10.367 9.419 14.432
H 9.289 8.771 16.948
H 8.356 7.421 16.415
H 8.042 9.051 15.834
H 9.397 7.642 14.081
H 10.771 7.728 15.275
H 10.564 9.323 13.497
O 12.366 6.208 22.351
H 13.207 5.880 22.033
H 11.882 5.422 22.605
O 9.334 10.749 20.636
H 9.732 9.895 20.467
H 9.637 10.986 21.512

Results
**Net charge**: +2
**Gap between HOMO and LUMO (spin up / spin down)**: 6.3 / 2.9 eV
**Lowest unoccupied orbital energy (spin up / spin down)**: -7.71 / -11.10 eV
**⟨S²⟩**: 8.76
**HOMO level (spin up / spin down)**: -13.981 / -13.981 eV
**Spin multiplicity**: 6

Atomic partial charges in e from the Löwdin method, atoms 1 to 8: 1.166, -0.050, -0.360, -0.363, 0.081, 0.050, 0.038, 0.108



# 4
Entry from the Open Molecules 2025 dataset: a 9-piece molecular cluster, C16H52B2F4N2O10 overall at a distorted geometry (wB97M-V/def2-TZVPD).

Positions of all 86 atoms, in Å:
B 2.831 -1.955 2.856
H 3.233 -2.702 2.067
H 3.706 -1.329 3.290
H 2.046 -1.198 2.507
H 2.373 -2.633 3.673
B -0.030 -0.760 -0.793
F -1.382 -0.903 -0.467
F 0.545 -0.025 0.252
F 0.629 -2.013 -0.725
F 0.102 -0.072 -1.999
C -0.494 1.387 3.754
C -1.609 0.415 3.923
O -1.312 -0.681 4.782
O 0.672 0.725 3.222
H -0.226 1.943 4.659
H -0.746 2.165 3.025
H -2.065 -0.029 3.036
H -2.437 0.969 4.393
H -2.051 -0.902 5.347
H 1.332 1.392 3.009
C 0.055 -3.820 2.099
C -0.653 -4.188 3.415
O -0.058 -3.437 4.450
O -0.030 -2.449 1.889
H -0.298 -4.480 1.288
H 1.116 -4.102 2.137
H -0.604 -5.265 3.625
H -1.716 -3.900 3.417
H -0.204 -3.941 5.254
H 0.138 -2.305 0.942
C -3.727 -1.442 -2.791
C -4.762 -1.049 -1.743
O -4.306 -1.498 -0.458
O -2.582 -0.560 -2.868
H -4.216 -1.389 -3.766
H -3.287 -2.418 -2.587
H -5.721 -1.501 -1.999
H -4.829 0.040 -1.680
H -3.355 -1.347 -0.425
H -1.858 -0.658 -2.211
C 3.325 -0.289 -3.451
O 2.684 -0.017 -2.228
H 3.291 -1.372 -3.609
H 2.800 0.233 -4.262
H 4.348 0.058 -3.615
H 1.724 0.013 -2.397
C -0.864 -4.494 -2.117
O 0.264 -3.958 -2.756
H -0.677 -4.973 -1.149
H -1.597 -3.719 -1.876
H -1.295 -5.272 -2.751
H 0.411 -3.089 -2.357
C -0.677 2.994 -0.374
C -2.240 2.879 -0.485
C -2.662 2.909 -1.957
O -4.044 2.683 -2.091
C -4.470 2.483 -3.414
N -2.493 1.548 0.132
H -0.163 2.356 -1.091
H -0.408 2.668 0.630
H -0.320 4.025 -0.452
H -2.720 3.627 0.149
H -2.066 2.096 -2.384
H -2.365 3.864 -2.408
H -3.969 1.659 -3.935
H -4.367 3.445 -3.924
H -5.492 2.098 -3.422
H -3.281 1.228 -0.432
H -1.778 0.897 -0.211
C 5.440 1.643 0.057
C 4.115 1.371 0.744
C 3.065 2.382 0.213
O 3.536 3.708 0.375
C 3.076 4.597 -0.612
N 3.707 -0.037 0.510
H 6.105 0.796 0.254
H 6.013 2.515 0.370
H 5.278 1.624 -1.029
H 4.382 1.653 1.769
H 2.164 2.270 0.830
H 2.754 2.053 -0.783
H 3.551 5.575 -0.493
H 2.035 4.894 -0.423
H 3.192 4.236 -1.635
H 3.715 -0.067 -0.518
H 2.746 0.121 0.809

Results
**Net charge**: -2
**Gap between HOMO and LUMO**: 5.1 eV
**Lowest unoccupied orbital energy**: 4.24 eV
**HOMO level**: -0.850 eV

Atomic partial charges in e from the Löwdin method, atoms 1 to 8: -0.493, -0.081, -0.095, -0.086, -0.083, -1.268, 0.112, 0.150



What did the second record say?
Entry from the Open Molecules 2025 dataset: C16H51AsF6N3O10 as an isolated structure at a distorted geometry (wB97M-V/def2-TZVPD).

Positions of all 87 atoms, in Å:
As 3.557 -0.197 0.566
F 4.514 0.989 1.439
F 2.328 -0.224 1.908
F 2.567 -1.399 -0.386
F 4.806 -0.201 -0.717
F 4.407 -1.620 1.288
F 2.543 1.078 -0.282
C -4.965 -5.704 -5.855
C -4.705 -5.435 -4.360
C -5.034 -3.991 -3.934
O -3.951 -3.122 -4.421
C -4.011 -1.811 -3.796
N -5.497 -6.398 -3.545
H -4.359 -6.461 -6.353
H -4.830 -4.778 -6.415
H -5.941 -6.158 -6.025
H -3.636 -5.557 -4.186
H -5.232 -3.926 -2.865
H -6.008 -3.741 -4.354
H -4.884 -1.228 -4.090
H -3.121 -1.360 -4.233
H -3.929 -1.895 -2.712
H -6.403 -6.099 -3.214
H -5.092 -6.609 -2.644
C -4.180 -1.874 4.278
C -4.765 -0.631 4.998
C -6.091 -0.981 5.741
O -6.940 0.110 6.049
C -6.734 0.368 7.446
N -3.680 -0.105 5.834
H -3.487 -1.565 3.496
H -4.938 -2.521 3.836
H -3.624 -2.436 5.029
H -4.955 0.040 4.161
H -5.817 -1.745 6.468
H -6.684 -1.634 5.100
H -5.868 1.018 7.578
H -6.864 -0.336 8.268
H -7.542 1.040 7.736
H -2.930 0.221 5.242
H -3.203 -0.802 6.388
C 0.911 6.320 4.391
C 0.225 7.122 3.313
C 1.036 8.174 2.541
O 1.744 8.954 3.601
C 1.031 9.750 4.444
N -0.340 6.088 2.416
H 1.504 5.452 4.105
H 0.092 6.017 5.043
H 1.546 6.935 5.028
H -0.685 7.553 3.730
H 0.503 8.837 1.859
H 1.774 7.799 1.832
H 0.703 10.744 4.141
H 1.757 10.141 5.157
H 0.206 9.318 5.010
H -0.803 5.316 2.873
H 0.279 5.580 1.801
C 3.798 6.048 -5.719
C 4.878 6.082 -4.528
O 6.028 5.471 -5.070
O 3.899 7.116 -6.591
H 2.870 5.987 -5.151
H 4.025 5.115 -6.235
H 4.535 5.561 -3.634
H 5.017 7.118 -4.217
H 6.445 5.966 -5.779
H 4.758 7.035 -7.014
C 3.467 -7.786 -5.146
C 4.389 -6.644 -4.531
O 5.694 -6.491 -5.060
O 2.136 -7.492 -4.971
H 3.739 -8.789 -4.818
H 3.568 -7.683 -6.226
H 4.430 -6.764 -3.449
H 3.880 -5.690 -4.666
H 5.581 -6.134 -5.944
H 1.632 -8.232 -5.318
O 2.455 -7.464 1.557
H 2.267 -6.644 1.100
H 1.597 -7.865 1.694
O 5.936 -6.277 4.329
H 5.455 -7.079 4.125
H 5.658 -5.653 3.659
O 8.890 2.965 -0.597
H 8.138 2.692 -0.071
H 8.530 3.110 -1.472

Results
**Net charge**: -1
**Gap between HOMO and LUMO**: 9.3 eV
**Lowest unoccupied orbital energy**: 1.96 eV
**HOMO level**: -7.318 eV

Atomic partial charges in e from the Löwdin method, atoms 1 to 8: 0.908, -0.287, -0.324, -0.333, -0.310, -0.320, -0.334, -0.069



What is the formula in the first record? C16H50O13



Number 3 is which compound? C16H51FeO10